1.
Computed, not measured: C2H3NO2 in the gas phase, with ωB97M-V/def2-TZVPD.

CARTESIAN COORDINATES (ANGSTROEM)
C: 0.593 -0.535 -0.027
O: -1.246 0.985 0.212
H: 0.968 -0.878 0.932
O: -0.762 -1.151 0.067
H: 1.049 -0.757 -1.051
N: -1.720 -0.214 0.160
C: 0.254 0.939 0.129
H: 0.864 1.610 -0.422

Summary:
Molecular weight = 73.05 g mol⁻¹
Kohn-Sham gap (spin up / spin down) = 8.438 / 10.924 eV
Electronic energy = -283.00621 hartree
Multiplicity = 3
Highest occupied orbital energy (spin up / spin down) = -7.553 / -11.443 eV
Largest force on an atom = 5.7 eV/Å
Charge = 0

=====

2.
Computed, not measured: C5H16N3P in the gas phase, with ωB97M-V/def2-TZVPD.

CARTESIAN COORDINATES (ANGSTROEM)
H: 2.158 0.023 1.599
H: 0.949 -2.217 1.714
H: -0.492 1.545 1.381
H: 0.262 -2.488 -1.899
C: 2.363 0.487 0.666
H: 0.731 0.773 -2.213
N: -1.303 0.189 -0.206
C: -1.237 1.458 0.613
H: 2.417 0.650 -2.084
P: 0.018 -0.831 -0.320
H: -0.293 -0.784 1.977
H: -3.385 0.464 -0.867
H: -2.162 1.612 1.255
H: -2.940 -0.817 0.510
H: 2.392 1.545 1.017
C: 0.003 -1.684 1.330
N: -0.263 -1.675 -1.632
H: -0.683 -2.553 1.493
H: 1.551 2.043 -1.404
C: 1.533 1.022 -1.531
N: 1.316 0.278 -0.310
H: 3.304 0.128 0.385
H: -1.227 2.352 0.041
H: -2.401 -1.162 -1.086
C: -2.612 -0.360 -0.430

Summary:
Molecular weight = 149.18 g mol⁻¹
Kohn-Sham gap = 9.036 eV
SMILES = CN(C)P(C)(=N)N(C)C
Electronic energy = -705.67595 hartree
Multiplicity = 1
Highest occupied orbital energy = -8.229 eV
Largest force on an atom = 3.4 eV/Å
Charge = 0

=====

3.
Computed, not measured: a 12-piece molecular cluster, C40H112F8N12O28S8 overall, with ωB97M-V/def2-TZVPD.

CARTESIAN COORDINATES (ANGSTROEM)
C: 5.722 5.392 5.869
C: 3.606 0.645 3.853
C: -2.914 3.532 2.766
H: -6.664 -2.264 -6.474
H: 3.962 4.783 -1.969
N: -3.465 2.146 2.993
O: -7.658 -4.516 2.790
H: 4.144 2.158 -1.964
S: -1.920 -5.838 3.150
H: -3.694 -2.603 2.225
O: 1.578 -2.531 7.929
N: -2.000 -1.571 -1.371
C: -5.953 -2.890 2.038
H: -1.406 -1.160 4.878
O: 7.983 -0.066 -6.536
H: -5.950 -0.979 2.934
H: 4.725 -0.487 -8.368
H: 0.698 2.307 4.655
H: -6.091 -4.927 -5.079
H: -9.321 -5.728 2.671
C: -5.413 -4.080 -4.977
H: -5.735 -2.401 -7.888
O: -1.273 1.825 4.722
H: 5.823 4.878 3.117
H: -5.597 -2.147 3.966
H: -4.632 2.138 4.806
H: -2.037 -2.706 4.898
S: 3.193 5.731 1.480
O: 1.068 -3.454 -0.732
H: 4.598 -2.454 3.124
F: -2.937 -5.521 4.418
C: 2.899 0.458 -4.567
H: -6.747 -3.743 -7.252
H: 6.353 6.209 5.520
N: 5.419 2.265 2.818
H: -2.306 0.802 -0.072
H: 1.024 -0.934 6.732
O: -0.102 4.234 -3.767
C: -1.474 -2.025 5.537
O: 3.092 5.930 2.902
H: 2.782 1.171 -7.486
H: 3.336 -1.985 4.133
H: 2.010 1.059 -4.373
C: -0.295 -0.763 2.015
N: 1.888 5.683 0.747
C: -8.232 -5.761 2.639
C: 4.433 1.983 4.045
C: -0.115 2.370 5.378
H: 4.979 2.699 2.019
C: 3.234 4.013 -2.223
H: -0.236 3.443 5.527
C: -6.021 -2.969 -7.003
H: 6.559 0.717 -9.437
N: 5.698 1.361 -7.659
H: 2.502 -0.557 -4.560
H: -2.868 1.429 2.605
N: -0.806 -3.779 -2.609
O: 1.023 -4.514 -4.278
H: -0.535 -0.306 -3.238
O: -6.266 0.586 -2.032
C: 0.601 -1.858 7.127
H: 3.412 3.955 -3.297
C: -1.349 0.322 0.132
H: 1.867 0.021 -0.436
H: 0.328 -4.498 6.996
H: -2.397 -1.879 -0.495
H: 5.623 1.319 2.527
H: -1.298 -4.051 6.954
H: 7.280 2.210 3.713
N: -3.268 -3.297 -3.917
C: 3.931 -1.611 3.300
C: -1.410 3.804 -4.195
O: 2.040 3.250 2.035
H: -1.460 2.716 -4.219
H: 3.364 -1.397 2.393
N: -6.204 -1.922 3.190
H: 3.973 2.996 -0.487
H: 7.603 1.864 -8.676
C: 6.745 3.008 3.197
O: 1.196 -2.284 -2.985
C: -3.987 3.042 -0.754
H: -2.488 -3.466 -3.298
O: -1.510 -0.545 1.307
O: 6.090 4.211 5.171
S: 0.455 -3.484 -3.420
O: 0.064 -3.815 2.310
N: 1.909 4.723 -1.905
C: -6.229 -4.344 2.423
C: -4.405 -5.034 -2.799
H: 3.206 -2.024 6.783
N: -0.414 -4.066 6.465
O: -4.001 1.892 -3.483
H: 7.308 -1.202 -8.117
S: 0.161 -4.390 -1.373
H: 0.437 -2.811 5.172
H: -5.182 -4.439 -2.319
C: -0.930 -0.523 -1.123
H: 4.695 5.654 5.617
C: -0.186 -2.611 6.043
H: -2.803 -1.220 -1.873
C: 6.991 0.986 -8.472
O: -2.364 -4.931 2.128
O: -4.956 -3.557 -6.245
H: 0.145 0.111 2.496
O: 0.189 4.917 2.606
C: 0.062 5.618 -3.475
F: 3.552 7.250 0.996
H: -7.957 -6.494 3.397
C: 1.501 5.795 -3.018
H: 0.015 6.213 -4.387
H: -1.847 4.123 -5.141
N: -0.450 -5.598 4.046
H: -2.742 3.184 5.526
C: -3.660 1.747 4.504
H: -3.738 -2.436 -3.678
O: -5.597 0.565 -5.003
H: 2.030 5.776 -3.971
H: -0.093 1.076 -2.338
H: -2.058 4.046 -3.352
S: -5.774 -0.698 -2.538
H: 1.173 4.032 -1.867
H: -3.764 0.668 4.398
C: -0.859 0.302 -2.393
H: -4.495 -1.648 0.973
H: 3.856 2.879 4.275
H: -1.990 2.981 0.886
O: -4.059 3.372 0.559
H: 2.788 1.052 0.601
H: 9.870 0.809 -6.092
C: 7.737 -0.225 -7.894
H: 8.577 1.905 -6.667
O: 4.352 4.970 1.083
O: -2.266 -7.237 2.976
C: -4.535 -2.583 1.531
C: 2.629 0.800 -0.448
H: 8.625 1.183 -5.001
H: 1.608 6.745 -2.493
H: -3.364 3.630 -1.428
O: -6.816 -1.507 -3.264
H: -0.508 -4.601 5.614
H: 5.878 1.830 -6.783
H: 0.021 -1.012 -0.907
H: -5.932 -4.970 1.582
H: 5.161 1.903 4.852
H: 0.421 -1.232 1.339
H: -3.655 4.171 3.245
H: -1.619 -2.356 -1.879
H: -0.352 -1.532 2.786
H: 5.875 5.349 6.947
H: 3.545 0.307 -0.773
O: 4.588 -0.377 3.649
H: -8.000 -6.191 1.664
H: -4.897 -6.005 -2.856
H: 3.363 0.550 -3.585
O: 2.247 1.966 -1.240
O: 0.668 -6.214 1.863
H: -4.344 1.931 2.543
F: -5.514 -1.512 -1.176
H: -3.469 -5.169 -4.708
H: 5.215 2.015 -8.258
F: -3.211 0.293 -5.000
H: -1.812 0.760 -2.655
S: 0.260 -5.178 2.823
C: 8.801 1.025 -6.065
H: -3.597 -5.082 -2.069
H: -0.654 1.159 0.196
C: -2.801 3.618 1.238
H: -5.586 -4.690 3.233
H: 5.236 -0.533 -6.700
N: -4.294 -0.812 -3.002
C: 2.713 -2.938 7.114
H: -0.613 5.920 -2.674
H: 2.473 -3.636 6.312
C: 3.422 2.743 -1.394
C: 6.508 4.400 3.818
H: -2.523 1.671 6.441
H: -0.152 -1.352 7.731
H: -2.254 -1.814 6.268
H: -2.834 -3.074 -4.801
H: 2.815 -0.437 -6.776
F: -0.326 -2.789 -4.679
H: -2.401 4.600 0.986
F: 1.627 -5.061 3.601
C: -4.152 -4.498 -4.188
C: 3.384 0.486 -6.889
H: 1.907 5.183 -1.006
C: 4.770 0.103 -7.452
H: 0.145 2.002 6.370
H: -7.178 -1.981 3.450
H: 2.947 0.509 4.711
H: -6.694 -2.612 1.289
O: 0.528 -5.805 -1.484
H: -5.964 -3.322 -4.419
H: -1.950 3.628 3.266
H: -4.996 3.233 -1.119
H: 7.229 3.202 2.240
O: 3.643 0.971 -5.651
H: 3.406 -3.420 7.803
H: -4.276 -3.400 0.858
H: 2.908 0.671 3.017
H: -3.822 1.973 -0.887
C: -2.498 2.124 5.450
S: -4.502 0.603 -4.030
F: 0.491 3.801 0.497
S: 1.299 4.459 1.751
F: -0.980 -4.427 -0.264
H: 8.658 -0.378 -8.457
H: 7.460 4.929 3.790

Summary:
Molecular weight = 1617.91 g mol⁻¹
Kohn-Sham gap = 7.650 eV
Electronic energy = -8337.60814 hartree
Multiplicity = 1
Highest occupied orbital energy = -16.096 eV
Largest force on an atom = 11.8 eV/Å
Charge = +4

=====

4.
Computed, not measured: C23H42BF6N8S3SbTi as an isolated structure, with ωB97M-V/def2-TZVPD.

CARTESIAN COORDINATES (ANGSTROEM)
C: 4.508 -4.845 2.269
H: -3.241 -2.843 -3.777
F: -4.004 -0.307 -1.719
N: 0.153 -2.586 -3.810
N: -1.038 -0.710 1.582
C: -1.160 -3.296 -3.999
H: -0.506 -1.445 2.038
H: 2.923 -1.134 -4.734
H: -0.404 4.277 -0.612
H: -0.722 5.022 -2.170
N: 3.619 -3.004 0.890
H: 1.838 -4.814 1.857
F: -3.126 2.159 -2.204
H: 0.853 -2.537 -5.852
H: -2.280 0.833 2.253
H: 3.865 0.801 -0.025
N: 1.731 2.724 -1.591
S: 0.069 1.037 -2.973
H: 3.386 3.442 -0.392
H: 5.145 -2.302 3.010
F: -3.757 0.141 0.895
C: 2.055 -1.579 -4.284
F: -2.740 2.534 0.376
H: 1.196 5.131 -3.927
F: -1.703 0.434 -0.719
H: -2.249 -1.428 -4.141
S: 1.971 -0.887 1.465
H: -2.246 -2.118 -2.515
H: -1.499 -0.042 3.559
H: -1.365 -2.748 -6.103
Sb: -3.557 1.175 -0.673
H: 0.688 3.454 -4.133
C: -1.326 -3.640 -5.475
H: 4.169 -5.616 1.577
N: 2.116 0.545 -1.291
H: 4.479 -5.272 3.270
H: -1.905 -1.122 1.241
N: 1.818 -1.486 -2.928
C: 4.092 -2.737 -1.240
C: 1.317 1.489 -1.982
H: 2.398 3.840 -3.862
C: 2.861 2.590 -0.782
N: 3.244 -1.723 -0.844
C: 1.373 4.107 -3.597
C: 4.137 -2.617 3.281
H: 1.458 6.101 -1.715
H: 1.474 -3.244 2.592
H: 4.456 -2.799 -2.250
H: 3.702 -0.396 -2.595
H: 3.507 -1.736 3.376
C: -1.351 0.367 2.560
H: -0.523 2.245 3.205
H: -2.278 -4.158 -5.588
H: 0.779 2.516 1.143
C: 1.932 5.169 -1.414
H: 4.934 -4.406 -0.095
H: 2.977 5.220 -1.726
H: -0.820 2.343 0.834
C: -1.144 -4.589 -3.187
C: 1.031 -2.259 -4.832
B: 2.743 -0.753 -1.963
Ti: 0.229 0.051 -0.110
C: 2.175 -4.074 2.584
H: 5.545 -4.589 2.051
N: 0.011 1.851 1.173
H: 1.881 5.116 -0.325
H: -0.895 3.283 -2.005
H: -0.315 -5.227 -3.498
H: 2.171 -4.537 3.572
S: -0.008 -2.217 -1.066
C: -0.243 1.404 2.571
C: -2.285 -2.359 -3.573
C: -0.300 4.137 -1.692
H: 4.186 -3.104 4.256
C: 0.652 -2.099 -2.661
H: -0.544 -4.308 -5.838
C: 3.093 1.296 -0.585
F: -5.271 1.873 -0.498
C: 4.324 -3.530 -0.180
C: 2.961 -1.903 0.458
H: 0.689 0.990 2.957
C: 3.597 -3.619 2.264
H: -1.065 -4.398 -2.119
C: 1.172 4.027 -2.084
H: -2.075 -5.127 -3.366

Summary:
Molecular weight = 821.27 g mol⁻¹
Kohn-Sham gap (spin up / spin down) = 7.930 / 8.214 eV
Electronic energy = -4248.24518 hartree
Multiplicity = 2
Highest occupied orbital energy (spin up / spin down) = -11.002 / -11.004 eV
Largest force on an atom = 1.3 eV/Å
Charge = +1

=====

5.
Computed, not measured: a 2-piece molecular cluster, C6H11N5OS overall, with ωB97M-V/def2-TZVPD.

CARTESIAN COORDINATES (ANGSTROEM)
N: 0.317 2.256 0.441
H: 0.983 -0.173 1.199
C: 0.435 -1.987 0.322
N: -4.845 -0.978 0.214
H: 2.021 -0.742 -0.127
O: 1.414 2.954 0.774
C: -0.763 2.141 1.257
H: -0.613 -2.079 0.742
H: 1.109 1.716 -1.537
H: 0.266 -2.538 -0.560
H: -0.602 2.124 -1.412
N: -2.794 -1.393 0.600
C: 0.214 1.604 -0.825
C: 0.086 0.058 -0.886
H: 0.251 -0.228 -1.846
C: 1.040 -0.620 0.189
H: 1.208 -2.575 0.955
S: -4.593 1.744 -0.525
N: -2.800 -0.080 0.319
H: -1.760 1.712 1.023
H: -0.799 2.630 2.153
H: -1.053 -0.113 -0.579
N: -3.940 -1.928 0.528
C: -4.105 0.153 0.042

Summary:
Molecular weight = 201.25 g mol⁻¹
Kohn-Sham gap = 5.261 eV
Electronic energy = -982.25929 hartree
Multiplicity = 1
Highest occupied orbital energy = 0.553 eV
Largest force on an atom = 6.7 eV/Å
Charge = -2

=====

6.
Computed, not measured: a 2-piece molecular cluster, C6H9N3O3 overall, with ωB97M-V/def2-TZVPD.

CARTESIAN COORDINATES (ANGSTROEM)
H: 0.923 -2.106 -1.646
O: 2.848 -0.260 -0.231
C: -0.618 -0.093 -0.037
C: -0.934 1.178 -0.390
H: 1.137 2.119 -1.156
H: -2.979 1.984 0.110
O: 1.960 1.008 1.430
N: 1.237 -2.173 -0.476
N: -1.672 -0.685 0.382
H: 0.529 -1.109 1.517
H: -1.561 -2.610 1.299
O: -1.873 -2.202 0.026
N: -2.884 0.009 0.608
C: 1.774 0.045 0.586
C: 0.049 2.354 -0.610
H: 0.605 -2.980 -0.186
C: -2.303 1.173 -0.005
H: 0.337 2.878 0.294
C: 0.676 -0.813 0.268
H: 2.963 -1.094 -0.680
H: -0.216 3.377 -1.103

Summary:
Molecular weight = 171.16 g mol⁻¹
Kohn-Sham gap = 8.836 eV
Electronic energy = -623.69673 hartree
Multiplicity = 1
Highest occupied orbital energy = -9.646 eV
Largest force on an atom = 8.8 eV/Å
Charge = 0